No. 1
Entry from the Open Molecules 2025 dataset: a structure of composition C4H15NO5 (wB97M-V/def2-TZVPD).

```
25
Properties=species:S:1:pos:R:3:mulliken_charge:R:1
O 1.8580 -1.0503 2.8836 -0.925
H 1.5045 1.8305 0.7792 0.132
H -1.5607 -1.0625 -1.5089 0.366
H 1.1548 1.3809 -3.3829 0.183
H -0.1270 2.4326 1.4986 0.316
H -2.4259 0.3279 -0.8046 0.345
O 0.8696 1.2809 2.8375 -0.750
H 1.8084 -1.4056 1.9610 0.273
C -0.2740 0.3256 -0.5451 0.360
H -1.2394 0.2479 1.5631 0.326
H 1.4568 0.0838 2.7108 0.463
C 0.6305 1.5996 1.5585 -0.417
C -0.3132 0.3688 0.9944 -0.723
H 0.2930 -0.5248 1.3462 -0.041
O -1.9516 -2.4506 0.9086 -0.742
H 0.8106 -0.9369 -1.9785 0.324
N 0.7976 -0.6385 -0.9602 -0.684
H 0.2085 1.2649 -1.0999 0.321
H -0.4004 0.6889 -2.9832 0.352
O -1.4569 0.7053 -2.5192 -0.732
O 0.8952 0.4810 -3.4240 -0.975
H 1.6876 -0.3069 -0.8179 0.270
H -1.2734 -1.7705 0.6330 0.388
H -1.4097 -2.8874 1.6395 0.329
C -1.5428 0.0154 -1.2895 -0.761
```

net charge	-2
LUMO level	6.090	eV



No. 2
Entry from the Open Molecules 2025 dataset: a cluster of 4 separate species, C4H15NO5S in total (wB97M-V/def2-TZVPD).

```
26
Properties=species:S:1:pos:R:3:mulliken_charge:R:1
H 2.3288 -0.7182 -1.2936 0.323
O 2.5064 -2.7386 1.0257 -0.661
H 2.1512 -1.8629 0.7865 0.391
H -3.4577 -0.5716 1.4000 0.131
S -3.0557 -1.5715 0.6035 -0.201
H 0.9088 0.2244 0.9603 0.350
H -1.2815 -0.7285 1.9827 0.383
H -2.6056 1.8683 -1.0531 0.311
O -1.0924 0.6584 -3.8876 -0.643
C -1.0871 1.0909 0.0272 0.438
O -1.7825 1.3702 -1.1127 -0.339
C -0.6116 -0.3660 -0.0510 0.470
H -0.9646 -0.7213 -1.0137 0.155
H 2.0179 2.7364 2.4305 0.308
H 2.2040 0.9761 -0.6622 0.357
C -1.3087 -1.1930 1.0117 -1.210
H 0.4760 2.2677 2.5450 0.335
H -0.6369 0.0001 -4.4278 0.301
H 1.0858 0.1327 -1.8869 0.183
H 3.2617 -2.4616 1.5589 0.311
O -1.1465 1.7890 0.9971 -0.542
H -1.0784 0.1889 -3.0434 0.260
C 1.6595 0.0854 -0.9568 -0.761
H -0.7426 -2.1000 1.2156 0.393
O 1.3992 2.0493 2.6739 -0.642
N 0.8524 -0.4046 0.1701 -0.400
```

net charge	0
SMILES	CN[C@@H](CS)C(=O)O.O.O.O
LUMO level	0.357	eV



No. 3
Entry from the Open Molecules 2025 dataset: the molecule C4H15NSi2 (wB97M-V/def2-TZVPD).

```
22
Properties=species:S:1:pos:R:3:mulliken_charge:R:1
H -3.4250 -0.9289 0.7152 0.222
C -1.5883 -0.7026 -1.1944 -0.967
C 2.5000 1.2466 -0.0380 -1.409
H 2.5567 2.0962 -0.6664 0.386
H -3.0481 0.9564 0.3886 0.389
C -2.7075 0.0434 0.8843 -1.005
H 2.7179 -1.6164 0.9421 -0.139
H 3.4162 0.7259 -0.3889 0.384
Si 1.5860 -1.4907 -0.0771 0.429
H 1.1010 0.7333 -1.3611 0.471
H -0.6401 -0.6460 -1.8268 0.338
N -1.4205 -0.2259 0.2465 0.143
H 2.3284 -1.8292 -1.2399 -0.164
Si -0.1899 0.9104 0.6353 0.258
H 2.7088 1.4610 1.0895 0.305
H -2.2522 0.0827 -1.6529 0.323
H -2.2089 -1.6381 -1.1072 0.271
H -0.0696 0.4930 2.0841 -0.141
H -0.4028 2.3190 0.5988 -0.204
C 1.2722 0.3978 -0.4059 -0.129
H -2.7294 0.0972 1.9651 0.325
H 0.4950 -2.4851 0.4091 -0.085
```

net charge	0
SMILES	C[C@@H]([SiH3])[SiH2]N(C)C
LUMO level	0.893	eV



No. 4
Entry from the Open Molecules 2025 dataset: the molecule C4H15NSi2 (wB97M-V/def2-TZVPD).

```
22
Properties=species:S:1:pos:R:3:mulliken_charge:R:1
H -1.1188 1.9198 1.1150 0.396
C -2.1443 -0.1524 -1.1348 -0.863
C -0.8730 -2.3461 1.1245 -1.173
H 1.7460 -1.2138 -0.9878 -0.107
H -2.4348 2.1736 0.0755 0.414
H -0.8392 -2.7201 0.1019 0.352
H -0.6218 2.2972 -0.6195 0.260
Si -0.1871 -0.4665 0.9046 0.150
H -2.8911 0.5673 -1.4148 0.361
Si 2.1933 -0.4300 0.2194 0.325
H -0.3723 -3.0190 1.7995 0.354
C -1.3470 1.8278 0.1297 -1.073
H 3.7834 -1.1945 0.2843 -0.209
C 2.5260 1.3246 -0.3518 -1.025
H -2.8319 -1.1509 -0.8853 0.221
H -1.6495 -0.4520 -2.0762 0.300
N -1.2570 0.3949 -0.1813 0.184
H 2.2418 1.8881 0.4353 0.360
H -1.9412 -2.3444 1.3780 0.324
H 3.6314 1.3434 -0.2800 0.333
H 2.1678 1.6751 -1.4345 0.232
H 2.2195 0.0778 1.7982 -0.114
```

net charge	0
LUMO level	-1.098	eV



No. 5
Entry from the Open Molecules 2025 dataset: a structure of composition C4H16AgClN2O4 (wB97M-V/def2-TZVPD).

```
28
Properties=species:S:1:pos:R:3:mulliken_charge:R:1
O -3.6097 2.2743 -0.6888 -0.470
N -2.3186 1.5191 5.5391 -0.382
C 5.8761 0.9356 -4.5230 -0.493
H -0.9335 3.4499 6.1354 0.154
H 1.1701 -5.1770 -3.4049 0.220
H -4.6093 0.3429 -0.3784 0.262
C -4.2399 1.0577 -1.1137 -0.537
H -0.2232 -6.3825 -3.5463 0.194
O 0.0200 -5.4009 -1.8772 -0.481
H -2.8914 0.7227 5.2986 0.231
H -3.5401 0.4547 -1.6923 0.231
H -5.1423 1.2805 -1.6831 0.234
Ag 5.5342 -0.4862 3.3718 0.996
H -0.4165 -4.6035 -3.7334 0.233
C -2.7953 2.7236 5.6638 0.626
C 0.1197 -5.4010 -3.2190 -0.449
H 0.2365 -4.5212 -1.5595 0.283
O -4.0206 2.9824 5.6324 -0.663
N -1.9252 3.6016 6.0194 -0.363
Cl 2.0356 -0.3645 0.4348 0.004
H -2.2503 4.5066 6.3285 0.227
H 6.5952 0.9783 -3.7050 0.231
H 5.1653 1.7616 -4.4967 0.249
H 4.6859 -0.3972 -3.7467 0.274
O 5.1180 -0.3227 -4.6007 -0.479
H 6.4770 1.0468 -5.4255 0.218
H -2.7817 1.9381 -0.3380 0.280
H -1.3362 1.4801 5.3082 0.170
```

net charge	+1
2S+1	2
LUMO level (spin up / spin down)	-8.040 / -8.037	eV



No. 6
Entry from the Open Molecules 2025 dataset: a structure of composition C4H16BClCr2N4O12 (wB97M-V/def2-TZVPD).

```
40
Properties=species:S:1:pos:R:3:mulliken_charge:R:1
H 2.2302 2.2391 -2.7632 0.054
O -2.6565 -0.9066 -1.7439 -0.389
O 0.3450 -4.6106 0.9725 -0.528
H 0.8575 3.4805 -2.4784 -0.208
O -4.7175 -1.2434 2.4746 -0.453
O -3.4061 -0.4545 1.0000 -0.370
O 1.1386 1.4702 -0.5684 -0.329
H -0.4026 -1.8486 -2.6158 0.287
O 0.5332 0.8649 1.6093 -0.582
C 2.2782 -3.2617 0.8363 -0.600
H -1.6827 -2.2181 -3.7712 0.310
O 1.4957 5.8758 1.0297 -0.397
O 0.5942 -0.8009 -0.0647 -0.511
H 2.1358 -3.2547 1.9193 0.321
O -1.0531 0.8522 -0.1456 -0.382
H 1.9084 4.7430 3.3119 0.326
H -2.4435 -2.1988 3.1932 0.313
H 0.3410 4.1083 2.6068 0.259
H 2.1856 -2.2181 0.5217 0.139
N -3.7045 -1.2846 1.8408 0.766
C -2.7577 -2.3946 2.1745 -0.452
Cr 3.0678 2.5880 -1.1785 0.483
O -2.7420 -2.9564 -1.0606 -0.409
Cr -3.2664 1.2100 -0.9452 1.487
O 0.9717 -3.9863 -0.9617 -0.538
H 1.9237 3.1949 2.5883 0.280
O 2.3502 4.0440 0.3494 -0.389
H 2.0329 3.6287 -4.0301 -0.086
B 1.9193 3.3517 -2.9186 0.232
N 1.1009 -4.0262 0.3002 0.924
H 3.1880 -3.7798 0.5410 0.310
N -2.2893 -2.0670 -1.7474 0.774
Cl 0.3094 0.5800 0.2318 1.373
C 1.4180 4.1595 2.5366 -0.688
N 1.8153 4.7364 1.2157 0.666
H 2.6457 4.0080 -2.2885 0.115
H -3.3387 -3.3080 2.0835 0.312
C -1.2942 -2.4564 -2.7858 -0.783
H -1.0315 -3.4992 -2.6687 0.341
H -1.9998 -2.3608 1.3991 0.024
```

net charge	+2
2S+1	9
LUMO level (spin up / spin down)	-11.555 / -9.527	eV



No. 7
Entry from the Open Molecules 2025 dataset: a structure of composition C4H16BInO4 (wB97M-V/def2-TZVPD).

```
26
Properties=species:S:1:pos:R:3:mulliken_charge:R:1
O -0.1968 -0.9390 0.9611 -0.353
H -0.8877 0.0542 4.1475 0.370
H -1.7553 -1.1987 2.3440 0.465
H -1.8359 3.2178 0.5114 0.181
B -1.2420 2.4502 0.0399 0.387
C 0.0410 -0.8170 -2.7458 -0.331
H -0.6978 2.9299 -0.7588 -0.012
H -0.7923 0.9135 -2.6828 0.315
H -0.2259 -0.8205 -3.8027 0.426
H -1.4733 0.4453 1.7449 0.164
H 2.1799 -0.9165 -3.4230 0.332
O 0.7398 0.7791 3.0172 -0.404
C -0.2150 -0.2486 3.3451 -0.363
O 0.0208 0.5394 -2.3356 -0.499
In 1.7725 1.1040 0.0516 1.214
H -0.6633 -1.7300 0.6813 0.304
H -0.5425 2.0576 0.7615 -0.371
H 1.2409 1.1214 3.7611 0.305
H 1.4175 -2.4703 -3.0776 0.398
H -0.6507 -1.4526 -2.1929 0.282
C -0.9880 -0.4786 2.0596 -0.407
H 0.2982 -1.1594 3.6533 0.314
O 2.1471 -1.4103 -1.5077 -0.436
C 1.4890 -1.4314 -2.7554 -0.560
H 2.6969 -2.1965 -1.4735 0.299
H -1.8770 1.6572 -0.3239 -0.019
```

net charge	+2
LUMO level	-14.160	eV



No. 8
Entry from the Open Molecules 2025 dataset: a structure of composition C4H16CuN10O10 (wB97M-V/def2-TZVPD).

```
41
Properties=species:S:1:pos:R:3:mulliken_charge:R:1
O -0.8214 7.3845 2.0546 -0.459
C -6.3959 0.0893 0.6734 0.621
H 2.4174 -0.7498 6.0941 0.205
H -0.3749 -4.6016 -5.1977 0.165
N -0.4854 -1.6072 6.6940 -0.378
H -8.1406 0.4804 -0.1758 0.150
N 0.6126 -5.4288 -3.2407 -0.372
O -0.9097 5.5836 0.9518 -0.468
N -7.0544 -0.0743 1.8189 -0.353
O 1.5174 2.9168 -5.5447 -0.547
N -0.9186 6.7855 0.9626 1.165
H -0.1363 -2.9514 -4.8805 0.214
N 1.5837 -1.1606 6.4894 -0.342
H -6.7845 -0.6398 2.6110 0.217
H -8.0097 0.2323 1.7027 0.151
O 0.2431 4.6159 -5.4767 -0.560
H 0.5867 -6.0370 -4.0467 0.192
O -1.1075 7.3590 -0.0496 -0.460
H 0.7838 -5.7398 -2.2952 0.223
N 0.0506 -3.9045 -4.6034 -0.423
O -5.1908 -0.0178 0.5347 -0.636
H 6.6418 0.2672 0.7483 0.225
H -1.4495 -1.5934 6.3932 0.203
H 5.4735 1.0047 -2.9219 0.222
C 5.8324 0.7428 -1.0156 0.631
H 1.5819 -1.5591 7.4175 0.152
H 7.6812 0.2104 -0.6763 0.180
O 0.3688 -0.9413 4.6739 -0.669
N -7.1756 0.2646 -0.3819 -0.370
N 6.7652 0.2626 -0.2542 -0.377
O -0.1860 2.7865 -4.3935 -0.565
Cu -0.0891 0.9027 -0.1269 0.823
C 0.5228 -4.1803 -3.3968 0.637
N 6.1851 0.6961 -2.2750 -0.390
O 4.7402 1.1304 -0.6689 -0.654
H -0.2998 -1.9657 7.6198 0.157
H -6.8523 0.0281 -1.3090 0.218
O 0.6830 -3.3246 -2.5778 -0.639
H 7.1045 0.5081 -2.6486 0.163
C 0.4792 -1.2426 5.8598 0.670
N 0.5270 3.4683 -5.1424 1.077
```

net charge	0
2S+1	2
LUMO level (spin up / spin down)	-3.147 / -3.978	eV



| no. | E_tot (hartree) |
| --- | --- |
| 1 | -592.230796 |
| 2 | -990.526442 |
| 3 | -795.054814 |
| 4 | -794.940853 |
| 5 | -1179.156781 |
| 6 | -3856.451084 |
| 7 | -676.928141 |
| 8 | -3102.028077 |